# 1
{
  "formula": "C28H46AuGeN7O3Se",
  "method": "ωB97M-V/def2-TZVPD",
  "multiplicity": 4,
  "s_squared": 3.781,
  "charge": 3,
  "species": ["Au", "C", "C", "C", "C", "O", "Ge", "O", "C", "C", "C", "C", "O", "C", "C", "C", "C", "H", "H", "H", "H", "H", "H", "H", "H", "H", "H", "H", "H", "H", "H", "H", "H", "H", "H", "H", "H", "H", "H", "H", "H", "H", "H", "H", "C", "C", "N", "C", "C", "N", "C", "N", "N", "N", "C", "C", "C", "C", "C", "C", "H", "H", "H", "H", "H", "H", "H", "H", "H", "H", "H", "C", "N", "C", "C", "N", "C", "C", "Se", "H", "H", "H", "H", "H", "H", "H", "H"],
  "xyz": [[0.9699, 1.0917, -0.8864], [0.0947, 1.5329, 3.7627], [-0.1384, 2.9532, 3.2714], [0.8200, 3.9281, 3.9410], [-1.5812, 3.3851, 3.4530], [0.1156, 2.9323, 1.8323], [1.3222, 3.5466, 0.7693], [2.4094, 2.0478, 0.5483], [3.8609, 2.1442, 0.2867], [4.2486, 3.6109, 0.1596], [4.5626, 1.4912, 1.4684], [4.1699, 1.3976, -1.0056], [0.4832, 3.0607, -0.7965], [0.1355, 3.9571, -1.9318], [-0.0446, 5.3492, -1.3512], [-1.1626, 3.4258, -2.5096], [1.2632, 3.9115, -2.9448], [-0.1474, 1.4622, 4.8220], [1.1398, 1.2462, 3.6276], [-0.5357, 0.8334, 3.2076], [0.6549, 3.9374, 5.0171], [0.6615, 4.9411, 3.5645], [1.8582, 3.6330, 3.7599], [-1.8588, 3.3121, 4.5034], [-2.2451, 2.7495, 2.8635], [-1.7204, 4.4179, 3.1323], [4.0396, 4.1528, 1.0888], [3.7137, 4.0882, -0.6693], [5.3146, 3.7073, -0.0385], [4.2964, 1.9878, 2.4027], [5.6407, 1.5672, 1.3338], [4.2989, 0.4360, 1.5431], [3.6283, 1.8442, -1.8462], [3.8974, 0.3445, -0.9128], [5.2357, 1.4562, -1.2185], [-0.8013, 5.3545, -0.5629], [-0.3614, 6.0422, -2.1288], [0.9017, 5.7340, -0.9517], [-1.9255, 3.3568, -1.7324], [-1.0142, 2.4353, -2.9513], [-1.5236, 4.0929, -3.2904], [2.2055, 4.2375, -2.4992], [1.0411, 4.5754, -3.7789], [1.3951, 2.9017, -3.3440], [0.9725, -1.6753, -3.0889], [1.3928, -1.8298, -1.6712], [1.4430, -0.8555, -0.7616], [1.9219, -1.3942, 0.4271], [2.1416, -2.7091, 0.2224], [1.8097, -2.9617, -1.0946], [1.9105, -4.3011, -1.7148], [1.3644, -5.2696, -0.8369], [2.1819, -6.2232, -0.2707], [1.4843, -6.9775, 0.4684], [0.1622, -6.5510, 0.4247], [-0.9698, -7.0612, 1.0601], [-2.1649, -6.4181, 0.8238], [-2.2350, -5.2922, -0.0192], [-1.1216, -4.7763, -0.6523], [0.0795, -5.4476, -0.4147], [0.4878, -0.7092, -3.2294], [0.2762, -2.4588, -3.3865], [1.8325, -1.7221, -3.7588], [2.0427, -0.8003, 1.3164], [2.5106, -3.4811, 0.8769], [2.9573, -4.5526, -1.8765], [1.3898, -4.2849, -2.6710], [-0.9019, -7.9327, 1.6967], [-3.0698, -6.7888, 1.2852], [-3.2009, -4.8289, -0.1856], [-1.1835, -3.9097, -1.3008], [-4.5205, -0.9430, -2.7598], [-4.6837, -1.4049, -1.3762], [-5.6174, -2.2867, -0.9635], [-5.4758, -2.4268, 0.3994], [-4.4618, -1.6251, 0.7834], [-4.0060, -1.4514, 2.1683], [-3.9535, -0.9814, -0.3052], [-2.5861, 0.2301, -0.3050], [-5.3594, -1.3116, -3.3418], [-3.5915, -1.3296, -3.1710], [-4.5121, 0.1426, -2.7822], [-6.3215, -2.7479, -1.6364], [-6.0372, -3.0293, 1.0944], [-4.7212, -1.9392, 2.8234], [-3.9598, -0.3921, 2.4033], [-3.0251, -1.9046, 2.2925]],
  "mulliken_spin": [0.551, 0.027, 0.021, 0.016, 0.005, 0.260, 0.641, 0.195, -0.043, 0.141, 0.029, -0.011, 0.157, 0.026, 0.051, 0.015, -0.009, 0.002, -0.002, -0.010, -0.001, 0.001, -0.004, 0.001, -0.002, 0.001, -0.024, -0.022, 0.004, -0.002, 0.000, -0.002, 0.004, 0.004, -0.001, 0.000, 0.000, -0.026, -0.002, -0.005, 0.003, 0.002, -0.002, -0.002, 0.026, -0.034, 0.042, 0.004, -0.005, -0.003, -0.001, 0.000, 0.000, 0.000, 0.000, 0.000, 0.001, 0.000, -0.008, -0.001, -0.020, 0.002, 0.001, 0.003, 0.000, 0.000, 0.000, 0.000, 0.000, 0.002, 0.004, -0.002, 0.054, 0.109, 0.109, 0.056, 0.000, -0.090, 0.746, 0.001, 0.000, 0.000, 0.005, 0.005, 0.001, 0.002, -0.001]
}

---

# 2
{
  "formula": "C21H42O21",
  "method": "ωB97M-V/def2-TZVPD",
  "smiles": "COC(=O)OC.COC(=O)OC.COC(=O)OC.COC(=O)OC.COC(=O)OC.COC(=O)OC.COC(=O)OC",
  "charge": 0,
  "species": ["C", "O", "C", "O", "O", "C", "H", "H", "H", "H", "H", "H", "C", "O", "C", "O", "O", "C", "H", "H", "H", "H", "H", "H", "C", "O", "C", "O", "O", "C", "H", "H", "H", "H", "H", "H", "C", "O", "C", "O", "O", "C", "H", "H", "H", "H", "H", "H", "C", "O", "C", "O", "O", "C", "H", "H", "H", "H", "H", "H", "C", "O", "C", "O", "O", "C", "H", "H", "H", "H", "H", "H", "C", "O", "C", "O", "O", "C", "H", "H", "H", "H", "H", "H"],
  "xyz": [[-0.5595, -2.2917, -4.9197], [-0.9095, -1.2976, -3.9357], [-1.6592, -0.2547, -4.2621], [-2.0107, 0.1384, -5.3527], [-1.9280, 0.3712, -3.1494], [-2.7537, 1.5474, -3.0866], [-1.2518, -2.2221, -5.7587], [-0.6249, -3.2804, -4.4654], [0.3919, -2.1115, -5.4201], [-3.8425, 1.4973, -3.0907], [-2.3924, 2.3343, -3.7487], [-2.6384, 1.8856, -2.0568], [2.9056, -3.8971, 2.9732], [3.5863, -3.3452, 1.8090], [4.5870, -3.9442, 1.1769], [5.2802, -4.8879, 1.5860], [4.7403, -3.3630, -0.0845], [5.7264, -3.7446, -0.9491], [1.8525, -4.1672, 2.8957], [2.9858, -3.2094, 3.8150], [3.4154, -4.8030, 3.3012], [5.3121, -4.4172, -1.7001], [6.5808, -4.2894, -0.5474], [6.0541, -2.7992, -1.3813], [0.9066, 4.4848, 1.3159], [0.1524, 4.0367, 2.4201], [0.7114, 3.4742, 3.4463], [1.9415, 3.4465, 3.6598], [-0.3073, 2.9052, 4.1571], [-0.0313, 2.0617, 5.2940], [1.5906, 5.2909, 1.5811], [0.3521, 4.8921, 0.4705], [1.4544, 3.6373, 0.9039], [0.2964, 2.6568, 6.1465], [0.7383, 1.3120, 5.1105], [-0.9086, 1.4812, 5.5793], [-3.1176, 5.9607, 1.1298], [-2.5068, 6.4076, -0.0803], [-1.8833, 5.4499, -0.8540], [-1.9673, 4.2061, -0.7827], [-1.1936, 5.9885, -1.7858], [-0.4161, 5.2522, -2.7472], [-3.9879, 5.3213, 0.9823], [-3.3460, 6.8799, 1.6692], [-2.4544, 5.4312, 1.8139], [-0.5012, 5.8565, -3.6503], [-0.8487, 4.2784, -2.9770], [0.5932, 5.0793, -2.3737], [1.2428, -7.0274, -0.2777], [1.5846, -5.8167, -0.9234], [1.3169, -4.6475, -0.4212], [0.6983, -4.3656, 0.6015], [1.8723, -3.8488, -1.2927], [1.7060, -2.4009, -1.1180], [0.2228, -6.9038, 0.0863], [2.0461, -7.1799, 0.4430], [1.2136, -7.8240, -1.0212], [2.2088, -2.0345, -0.2230], [0.6912, -2.0045, -1.0843], [2.2225, -1.8891, -1.9300], [-2.1656, -1.7041, -0.8025], [-2.9597, -1.6631, 0.3690], [-3.8823, -0.7126, 0.5645], [-4.1715, 0.2008, -0.2165], [-4.6405, -0.9180, 1.6777], [-5.8151, -0.1868, 1.8519], [-1.5042, -0.8455, -0.6863], [-2.6840, -1.6485, -1.7597], [-1.4985, -2.5651, -0.8446], [-5.6966, 0.8540, 1.5503], [-6.2036, -0.3744, 2.8528], [-6.5680, -0.5916, 1.1756], [2.0269, 0.1511, 2.6572], [1.9492, 0.2877, 1.2479], [0.8159, 0.6243, 0.5886], [-0.3028, 0.4513, 1.0961], [1.1739, 1.1020, -0.6592], [0.3127, 1.8229, -1.4598], [2.8873, 0.7508, 2.9541], [2.3561, -0.8780, 2.8016], [1.2042, 0.4452, 3.3090], [0.6034, 2.8575, -1.6422], [-0.7116, 1.8713, -1.0901], [0.3337, 1.3724, -2.4520]],
  "lowdin_charge": [-0.017, -0.008, -0.637, 0.124, -0.029, -0.018, 0.089, 0.096, 0.094, 0.103, 0.093, 0.067, -0.014, -0.006, -0.501, 0.091, -0.038, -0.093, 0.086, 0.086, 0.089, 0.098, 0.095, 0.099, -0.015, 0.018, -0.566, 0.086, -0.008, -0.036, 0.105, 0.078, 0.099, 0.095, 0.073, 0.096, -0.047, -0.004, -0.580, 0.071, 0.017, -0.001, 0.098, 0.095, 0.088, 0.103, 0.077, 0.095, -0.018, -0.004, -0.643, 0.104, 0.017, 0.006, 0.099, 0.104, 0.094, 0.080, 0.073, 0.100, -0.037, 0.018, -0.517, 0.088, -0.017, -0.073, 0.074, 0.093, 0.088, 0.093, 0.096, 0.094, -0.027, -0.019, -0.491, 0.109, -0.009, -0.074, 0.098, 0.083, 0.076, 0.071, 0.084, 0.098]
}

---

# 3
{
  "formula": "C14H40O22S4",
  "method": "ωB97M-V/def2-TZVPD",
  "smiles": "O=S1(=O)OCCO1.O=S1(=O)OCCO1.O=S1(=O)OCCO1.O=S1(=O)OCCO1.CO.CO.CO.CO.CO.CO",
  "charge": 0,
  "species": ["O", "S", "O", "O", "C", "C", "O", "H", "H", "H", "H", "O", "S", "O", "O", "C", "C", "O", "H", "H", "H", "H", "O", "S", "O", "O", "C", "C", "O", "H", "H", "H", "H", "O", "S", "O", "O", "C", "C", "O", "H", "H", "H", "H", "C", "O", "H", "H", "H", "H", "C", "O", "H", "H", "H", "H", "C", "O", "H", "H", "H", "H", "C", "O", "H", "H", "H", "H", "C", "O", "H", "H", "H", "H", "C", "O", "H", "H", "H", "H"],
  "xyz": [[1.6566, 2.6507, -2.5625], [1.6666, 3.9770, -1.9829], [2.7799, 4.4773, -1.2148], [1.1828, 5.1044, -3.0264], [0.2813, 6.0341, -2.5357], [-0.0901, 5.6229, -1.1398], [0.2393, 4.2611, -1.0772], [0.9086, 6.9248, -2.5701], [-0.5878, 6.2817, -3.1451], [-1.1191, 5.8175, -0.8376], [0.5865, 6.1194, -0.4442], [2.1631, -3.2868, 5.4529], [0.9406, -2.5470, 5.1047], [-0.3652, -3.2232, 5.0179], [0.8018, -1.0942, 5.8932], [0.2150, -0.0236, 5.1081], [0.0997, -0.6232, 3.6739], [0.9640, -1.7121, 3.6784], [-0.8096, -0.0157, 5.4798], [0.8128, 0.8872, 5.1424], [0.4536, 0.1177, 2.9571], [-0.9077, -0.8510, 3.3255], [-2.5602, -3.0526, 2.8766], [-1.6882, -3.6567, 1.8654], [-0.3083, -3.8212, 2.1737], [-2.4458, -5.0423, 1.1793], [-2.6989, -4.9359, -0.2480], [-2.8513, -3.4113, -0.3268], [-1.8810, -2.8235, 0.5253], [-1.7520, -5.1495, -0.7439], [-3.6136, -5.4525, -0.5387], [-3.7888, -3.0697, 0.1120], [-2.7692, -3.1087, -1.3707], [0.6489, -0.4978, -3.5586], [0.2885, -0.7599, -2.1798], [0.2582, -2.1800, -1.7292], [1.1198, 0.1785, -1.1291], [0.2847, 0.7223, -0.1083], [-1.1873, 0.5070, -0.5546], [-1.2025, -0.0265, -1.8355], [0.4823, 0.1804, 0.8166], [0.5616, 1.6735, 0.3464], [-1.6975, 1.4676, -0.4837], [-1.5484, -0.2874, 0.0986], [4.0271, 0.1387, -3.1955], [3.1887, 0.2236, -4.2816], [5.0694, 0.2278, -3.5016], [3.8462, 0.9781, -2.5240], [3.8913, -0.7669, -2.6042], [2.2823, 0.4121, -4.0275], [-2.3673, 2.0781, 2.8252], [-2.3036, 3.0220, 1.8168], [-2.8313, 1.1022, 2.6819], [-1.4454, 1.9660, 3.3959], [-3.1368, 2.4035, 3.5252], [-2.9621, 2.9206, 1.1257], [1.9890, -4.2307, 0.0427], [2.8964, -4.8811, -0.8834], [2.3585, -4.5204, 1.0263], [2.0294, -3.1586, -0.1501], [0.9781, -4.5903, -0.1498], [2.7217, -4.5220, -1.7564], [2.1384, 3.5503, 2.1580], [1.2331, 2.4707, 2.5140], [2.0534, 3.8836, 1.1237], [1.8853, 4.3014, 2.9062], [3.1793, 3.3106, 2.3752], [0.3496, 2.7642, 2.2795], [1.8391, -3.7256, -4.4814], [2.1680, -4.9538, -3.8738], [0.7540, -3.6253, -4.5064], [2.0702, -2.8291, -3.9060], [2.3065, -3.6841, -5.4653], [1.5833, -5.5613, -4.3327], [-4.0869, 2.1842, -1.2423], [-4.2586, 2.2718, 0.1044], [-4.9288, 2.5269, -1.8438], [-3.3768, 2.9670, -1.5092], [-3.6279, 1.2291, -1.4977], [-5.0364, 1.7640, 0.3470]],
  "lowdin_charge": [-0.207, 0.738, -0.224, -0.184, -0.200, -0.200, -0.223, 0.136, 0.135, 0.140, 0.126, -0.228, 0.770, -0.261, -0.229, -0.118, -0.220, -0.223, 0.127, 0.129, 0.090, 0.111, -0.250, 0.695, -0.208, -0.219, -0.125, -0.190, -0.232, 0.129, 0.140, 0.130, 0.134, -0.233, 0.772, -0.255, -0.189, -0.143, -0.194, -0.188, 0.108, 0.105, 0.105, 0.119, -0.192, -0.116, 0.083, 0.065, 0.075, 0.020, -0.183, -0.108, 0.082, 0.068, 0.079, 0.027, -0.139, -0.134, 0.084, 0.062, 0.057, 0.026, -0.095, -0.147, 0.051, 0.081, 0.086, 0.041, -0.158, -0.111, 0.077, 0.058, 0.086, 0.081, -0.171, -0.106, 0.095, 0.089, 0.079, 0.113]
}

---

The records above give, respectively, E values of -171883.6548; -65452.3659; -103542.4354 eV.